one:
18
Properties=species:S:1:pos:R:3:lowdin_charge:R:1 method="wB97M-V/def2-TZVPD" homo_ev=-8.41 orbital_gap_ev=7.6 mol_weight_g_mol=101.15
C -2.51 0.82 0.38 -0.10
C -1.63 -0.42 0.16 -0.27
C -0.20 -0.15 -0.27 -0.32
N 0.71 0.18 0.74 0.09
C 2.05 0.25 0.32 -0.62
N 2.49 -0.64 -0.62 0.13
N 2.92 1.01 0.89 0.06
H -3.56 0.56 0.28 0.07
H -2.33 1.30 1.34 0.08
H -2.33 1.54 -0.42 0.07
H -1.70 -1.10 1.01 0.11
H -2.04 -0.90 -0.73 0.10
H -0.14 0.39 -1.21 0.14
H 0.43 -1.12 0.14 0.12
H 0.00 -1.98 -0.87 0.17
H 1.89 -1.23 -1.16 0.04
H 3.44 -0.45 -0.90 0.10
H 2.51 1.94 0.91 0.03

=====

two:
18
Properties=species:S:1:pos:R:3:lowdin_charge:R:1 method="wB97M-V/def2-TZVPD" homo_ev=-8.43 orbital_gap_ev=9.4 mol_weight_g_mol=101.15
H 3.20 -0.61 0.50 0.06
N 2.20 -1.02 0.59 0.04
C 1.27 -0.72 -0.32 -0.53
N 1.58 -0.54 -1.71 0.05
N -0.08 -0.96 0.00 0.00
C -1.05 0.04 -0.44 -0.24
C -1.99 0.62 0.70 -0.22
C -1.65 2.07 1.24 -0.08
H 1.14 0.33 -2.22 0.11
H 2.50 -0.82 -2.15 0.10
H -0.26 -1.40 0.90 0.13
H -0.71 0.96 -1.06 0.12
H -1.75 -0.45 -1.28 0.13
H -2.00 -0.18 1.43 0.09
H -2.99 0.58 0.51 0.05
H -2.11 2.80 0.60 0.06
H -1.85 2.22 2.25 0.02
H -0.47 2.17 1.27 0.11

=====

three:
18
Properties=species:S:1:pos:R:3:lowdin_charge:R:1 method="wB97M-V/def2-TZVPD" homo_ev=-8.30 orbital_gap_ev=9.3 mol_weight_g_mol=101.15
H 2.57 -0.29 -3.13 0.01
N 2.13 -0.77 -2.36 0.05
C 1.15 -0.20 -1.73 -0.54
N -0.03 0.28 -2.35 0.09
N 1.18 0.04 -0.34 0.06
C -0.07 0.37 0.29 -0.25
C -0.46 -0.52 1.45 -0.27
C -1.54 0.02 2.36 -0.11
H -0.07 1.18 -2.03 0.04
H -0.17 0.04 -3.37 0.13
H 1.99 -0.35 0.09 0.12
H -0.97 0.56 -0.42 0.14
H 0.02 1.36 0.67 0.10
H -0.77 -1.53 1.08 0.13
H 0.38 -0.55 2.08 0.09
H -2.45 0.29 1.82 0.08
H -1.15 0.86 2.91 0.07
H -1.74 -0.80 3.00 0.06

=====

four:
18
Properties=species:S:1:pos:R:3:lowdin_charge:R:1 method="wB97M-V/def2-TZVPD" homo_ev=-6.06 orbital_gap_ev=7.1 mol_weight_g_mol=101.15
C 0.40 0.92 -2.00 -0.07
N -0.62 1.01 -0.82 -0.06
C -0.55 0.05 0.17 -0.36
C -1.84 -0.63 0.56 -0.06
C 0.66 -0.31 0.73 -0.46
N 1.72 0.58 0.69 0.07
N 0.79 -1.37 1.59 0.08
H -0.02 0.22 -2.73 0.06
H 0.44 1.92 -2.43 0.06
H 1.42 0.60 -1.78 0.06
H -1.58 1.21 -1.11 0.10
H -2.69 0.06 0.47 0.07
H -1.82 -0.98 1.60 0.07
H -2.05 -1.48 -0.10 0.07
H 1.35 1.53 0.72 0.10
H 2.37 0.47 1.46 0.08
H 0.23 -2.17 1.32 0.09
H 1.77 -1.63 1.66 0.08

=====

Least stable structure: one

=====

one:
10
Properties=species:S:1:pos:R:3:lowdin_charge:R:1 method="wB97M-V/def2-TZVPD" homo_ev=-8.21 orbital_gap_ev=9.0 mol_weight_g_mol=107.20
C 1.41 -0.91 -2.35 -0.48
S 1.45 -0.30 -0.73 0.88
C -0.20 -0.18 -0.25 -0.60
N -0.38 0.38 0.91 -0.50
S -1.87 0.75 1.69 0.66
H 0.97 -0.23 -3.09 0.04
H 0.98 -1.83 -2.53 0.00
H 2.47 -0.93 -2.78 0.07
H -0.90 -0.79 -0.79 0.07
H -1.46 0.47 2.95 -0.16

=====

two:
10
Properties=species:S:1:pos:R:3:lowdin_charge:R:1 method="wB97M-V/def2-TZVPD" homo_ev=-8.54 orbital_gap_ev=9.1 mol_weight_g_mol=107.20
C 1.54 0.09 0.21 -0.13
N 0.11 0.25 0.33 -0.44
S -0.90 1.53 -0.37 0.82
C -0.96 -0.15 -0.54 -1.14
S -2.36 -1.06 0.09 0.69
H 1.95 0.38 1.18 0.08
H 1.67 -0.89 0.01 0.04
H 1.94 0.84 -0.60 0.12
H -0.80 -0.55 -1.58 0.08
H -2.19 -0.45 1.27 -0.12

=====

Least stable structure: two

=====

one:
10
Properties=species:S:1:pos:R:3:lowdin_charge:R:1 method="wB97M-V/def2-TZVPD" homo_ev=-8.63 orbital_gap_ev=9.3 mol_weight_g_mol=107.20
C -1.01 -0.33 1.19 -0.49
S -0.79 1.31 0.50 0.80
C 0.69 1.23 -0.51 -0.63
N 1.23 0.33 -1.25 -0.44
S 0.46 -1.14 -1.45 0.73
H -1.76 -0.12 2.00 0.04
H -1.40 -1.04 0.45 -0.01
H -0.06 -0.73 1.68 0.07
H 1.21 2.20 -0.44 0.06
H 1.44 -1.71 -2.16 -0.14

=====

two:
10
Properties=species:S:1:pos:R:3:lowdin_charge:R:1 method="wB97M-V/def2-TZVPD" homo_ev=-8.73 orbital_gap_ev=8.5 mol_weight_g_mol=107.20
N -0.39 1.45 -0.32 -0.04
C -0.15 0.35 0.67 -0.38
C 0.40 -1.00 0.05 -1.14
S 1.41 -1.90 1.01 0.61
S -0.29 -1.22 -1.61 0.72
H -1.12 2.05 0.08 0.07
H 0.42 2.04 -0.47 0.07
H -1.14 0.03 1.22 0.15
H 0.58 0.61 1.36 0.04
H 0.27 -2.42 -2.00 -0.11

=====

Least stable structure: one

=====

one:
21
Properties=species:S:1:pos:R:3:lowdin_charge:R:1 method="wB97M-V/def2-TZVPD" homo_ev=-10.57 orbital_gap_ev=11.2 mol_weight_g_mol=122.12
C -2.02 1.13 -0.04 -0.13
O -0.61 1.32 -0.20 -0.15
H -2.23 0.09 0.23 0.07
H -2.57 1.40 -0.94 0.08
H -2.35 1.77 0.78 0.07
H -0.41 1.16 -1.13 0.04
O 1.58 -2.41 -2.21 -0.07
H 1.95 -3.29 -2.33 0.05
H 1.20 -2.39 -1.31 0.00
O 0.42 -2.10 0.30 -0.05
H 0.56 -1.62 1.13 0.01
H -0.47 -1.83 0.05 0.05
O 0.41 -0.49 2.71 -0.05
H 1.23 -0.77 3.13 0.06
H 0.64 0.32 2.24 0.02
O 0.55 0.17 -2.68 -0.06
H 1.06 -0.66 -2.74 0.01
H 1.10 0.80 -3.17 0.05
O 0.25 2.53 2.35 -0.06
H -0.48 1.89 2.33 0.01
H 0.18 2.97 1.50 0.04

=====

two:
21
Properties=species:S:1:pos:R:3:lowdin_charge:R:1 method="wB97M-V/def2-TZVPD" homo_ev=-9.96 orbital_gap_ev=10.3 mol_weight_g_mol=122.12
C 3.11 2.46 -0.55 -0.11
O 2.35 1.84 -1.66 -0.18
H 4.16 2.30 -0.81 0.08
H 2.87 3.51 -0.35 0.07
H 2.83 1.97 0.36 0.06
H 1.52 1.43 -1.27 0.06
O 0.66 -0.48 -0.49 -0.13
H 1.37 -1.07 -0.93 0.08
H 0.31 -1.07 0.26 0.03
O -0.09 -1.40 2.28 -0.07
H -0.90 -1.90 2.16 -0.02
H 0.45 -1.83 2.97 0.06
O -2.70 -2.36 1.82 -0.09
H -2.33 -2.96 1.01 0.14
H -2.90 -1.55 1.37 0.00
O 1.20 -0.40 -3.36 -0.10
H 0.21 -0.21 -3.35 0.08
H 1.44 0.52 -3.60 0.03
O -3.94 0.80 1.57 -0.08
H -4.52 0.99 2.31 0.03
H -3.08 1.18 1.95 0.08

=====

Least stable structure: two

=====

one:
9
Properties=species:S:1:pos:R:3:lowdin_charge:R:1 method="wB97M-V/def2-TZVPD" homo_ev=-9.19 orbital_gap_ev=8.0 mol_weight_g_mol=62.14
C -1.00 -0.49 -0.01 -0.20
C 0.24 0.40 -0.38 -0.62
H -2.01 0.03 -0.07 0.07
H -1.08 -0.75 1.17 0.11
H -1.13 -1.40 -0.63 0.05
H 0.05 1.29 0.20 0.06
H 0.20 0.57 -1.39 0.00
H 2.76 0.79 1.32 0.10
S 1.96 -0.43 -0.20 0.45

=====

two:
9
Properties=species:S:1:pos:R:3:lowdin_charge:R:1 method="wB97M-V/def2-TZVPD" homo_ev=-9.68 orbital_gap_ev=10.6 mol_weight_g_mol=62.14
C 0.31 0.31 1.47 -0.09
C 0.40 -1.02 1.39 -0.09
H 0.92 0.90 0.80 0.03
H -0.32 0.72 2.24 0.05
H 1.09 -1.58 0.78 0.04
H -0.34 -1.67 1.84 0.04
S -0.21 0.91 -2.40 0.45
H -1.18 1.60 -3.04 -0.22
H -0.65 -0.17 -3.09 -0.21

=====

Least stable structure: one

=====

one:
12
Properties=species:S:1:pos:R:3:lowdin_charge:R:1 method="wB97M-V/def2-TZVPD" homo_ev=-8.98 orbital_gap_ev=7.5 mol_weight_g_mol=116.07
C 0.93 0.09 0.34 -0.48
C -0.33 -0.07 0.61 -0.25
C -1.01 -0.12 -0.65 -0.35
C 0.14 -0.16 -1.71 -0.06
H 1.42 1.59 1.99 0.39
H -1.88 0.43 2.06 0.34
H 0.11 1.01 -2.12 0.20
H 0.12 -1.03 -2.49 0.17
O 1.82 0.57 1.12 0.07
O -0.72 -0.49 1.97 -0.08
O -2.19 -0.08 -1.02 0.04
O 1.32 -0.04 -0.95 0.01

=====

two:
12
Properties=species:S:1:pos:R:3:lowdin_charge:R:1 method="wB97M-V/def2-TZVPD" homo_ev=-10.74 orbital_gap_ev=9.7 mol_weight_g_mol=116.07
O 3.11 -0.14 -0.24 0.08
C 1.90 0.04 -0.02 -0.50
O 1.63 1.34 0.12 0.08
C 0.82 -1.00 0.08 0.03
C -0.51 -0.94 -0.05 0.04
C -1.65 0.07 -0.11 -0.54
O -2.78 -0.34 0.02 0.11
O -1.33 1.36 -0.27 0.05
H 0.64 1.51 0.41 0.14
H 1.45 -1.90 0.02 0.13
H -1.06 -1.86 -0.19 0.12
H -2.21 1.87 0.24 0.27

=====

Least stable structure: one